The following is a quantum chemistry calculation of a cluster of 7 separate species, C15H45BF4N9O6 in total at a distorted geometry, from the Open Molecules 2025 dataset.

The geometry in XYZ format:
```
80
Properties=species:S:1:pos:R:3:forces:R:3
B 0.8888 -1.4848 -9.3469 -1.2 0.7 1.5
F 1.5546 -2.3886 -8.6438 2.3 -2.9 2.9
F 0.0108 -2.1681 -10.0877 -3.4 -1.2 -1.6
F 0.3508 -0.5471 -8.4479 -0.7 0.5 0.0
F 1.7244 -0.9254 -10.1891 3.1 2.9 -2.9
C 4.8461 2.4475 -13.8886 0.0 0.9 -0.3
C 3.9253 1.7367 -14.8273 -1.2 -2.2 1.4
C 2.9810 2.5213 -15.7137 0.5 0.1 -0.4
O 2.1623 3.4859 -15.1221 -0.5 0.6 2.6
C 1.4811 2.9861 -13.9207 0.2 0.3 -0.4
N 4.5771 0.6975 -15.5949 0.8 -0.5 -1.4
H 5.3724 1.6836 -13.3163 0.0 0.2 0.3
H 4.1789 3.0489 -13.2712 0.4 0.0 0.4
H 5.5773 3.1215 -14.3350 0.0 0.0 -0.3
H 3.3898 1.1035 -14.1198 -1.2 0.6 0.4
H 2.2384 1.9597 -16.2804 0.7 -1.1 -0.3
H 3.6980 2.9870 -16.3898 -0.5 0.6 -0.5
H 0.6112 3.6017 -13.6919 0.0 0.1 -0.6
H 2.0683 3.0133 -13.0028 0.6 0.2 -0.2
H 1.1724 1.9434 -13.9956 -0.2 0.0 -0.5
H 4.9954 0.0339 -14.9588 0.6 0.2 0.3
H 3.8552 0.0983 -15.9689 -0.3 0.1 -0.6
C -6.3705 0.4019 -7.1878 -0.8 0.1 -0.3
C -6.1987 -0.1209 -8.6648 1.1 2.3 1.8
C -6.1947 1.1358 -9.6342 0.2 -1.4 0.5
O -6.0636 0.7412 -10.9812 -0.1 -1.2 -1.2
C -7.1181 -0.0690 -11.6255 0.9 1.2 1.4
N -4.9194 -0.8436 -8.6531 -1.1 -0.6 -1.0
H -6.1687 -0.3338 -6.4092 -0.4 -0.5 -0.4
H -7.3715 0.8153 -7.0646 -0.3 -0.2 0.2
H -5.7389 1.2167 -6.8335 0.5 0.3 -0.9
H -7.0194 -0.7849 -8.9360 0.2 -0.2 0.2
H -5.2953 1.6892 -9.3644 0.3 0.0 -0.3
H -6.9848 1.8792 -9.5285 -0.7 -0.3 0.3
H -7.3717 -1.0262 -11.1698 0.4 0.0 0.6
H -6.7406 -0.3212 -12.6165 -0.3 0.6 0.0
H -8.0137 0.5482 -11.5546 -0.3 -0.1 -0.7
H -4.1073 -0.2487 -8.5714 0.0 0.3 0.1
H -4.8546 -1.3032 -9.5501 0.5 -0.2 -0.1
C 2.3718 -1.6012 -3.2253 -1.4 1.6 0.3
C 0.9535 -1.8723 -2.5356 1.4 0.4 0.1
C 0.3285 -0.5889 -1.8994 0.9 -1.2 -0.4
O -0.7556 -0.9535 -1.0924 -0.9 0.7 1.1
C -0.5801 -1.1822 0.3518 1.0 0.1 -2.3
N 0.0913 -2.5525 -3.5524 1.1 0.8 0.9
H 2.1660 -0.7806 -3.9125 -0.2 -0.3 -0.9
H 2.7534 -2.4589 -3.7793 0.0 0.1 0.2
H 3.1508 -1.0612 -2.6871 0.1 -0.8 0.9
H 1.0846 -2.6992 -1.8376 0.1 0.5 0.8
H 0.0691 0.0466 -2.7462 -1.0 -0.1 -0.1
H 1.0194 0.0974 -1.4097 0.6 -0.5 0.6
H 0.3597 -1.7190 0.4814 -0.2 -0.9 0.1
H -1.4969 -1.7220 0.5887 0.4 0.1 0.5
H -0.3725 -0.2947 0.9496 -0.8 0.5 -0.2
H 0.9066 -3.0632 -3.8602 -0.8 -1.3 -1.2
H -0.0402 -1.8919 -4.3050 -0.3 0.3 -0.4
C 1.7144 -7.4531 -9.3039 0.2 1.0 -0.1
O 1.5981 -8.5809 -9.6576 -0.4 -3.4 -0.7
N 0.7097 -6.6218 -9.1253 -2.5 1.4 0.3
N 2.8837 -6.8693 -9.0749 2.3 0.5 0.5
H -0.2120 -6.9591 -9.3639 0.2 0.4 0.1
H 0.8982 -5.6544 -8.9050 -0.6 -0.1 -0.1
H 2.9162 -5.8598 -9.0765 0.7 -0.4 0.1
H 3.6798 -7.4798 -9.1916 0.1 0.7 -0.1
C -1.4881 -1.5702 -15.8272 1.6 0.0 -2.3
O -1.0259 -1.3731 -16.9697 -1.0 0.1 1.2
N -2.5786 -1.0440 -15.3258 -2.9 2.1 -0.3
N -0.9018 -2.4010 -14.9853 2.4 -2.0 1.3
H -2.9336 -1.1923 -14.3920 0.2 0.0 -0.4
H -3.0750 -0.4442 -15.9692 -0.1 0.0 0.4
H -1.0269 -2.3891 -13.9832 -0.1 0.2 -0.2
H 0.0305 -2.6351 -15.2954 -0.1 -0.2 0.2
C 6.4321 -2.0726 -9.9902 8.3 -2.7 1.3
O 7.5849 -2.6185 -9.8659 -2.4 0.9 0.5
N 5.7636 -2.2063 -11.0702 -2.8 -0.2 -2.9
N 5.9159 -1.1950 -9.1845 -2.4 2.3 2.4
H 6.0018 -2.9229 -11.7409 -0.5 0.4 0.1
H 4.9676 -1.5912 -10.9799 -0.6 -0.9 -2.0
H 6.2333 -0.8743 -8.2808 0.3 -0.6 -0.4
H 4.9342 -1.0873 -9.3959 -0.1 0.7 1.1
```
Positions in Å, forces in eV/Å.

- Energy relative to the best compared isomer or geometry (same formula, charge and spin): 34.92 kcal per mole
- Electronic energy: -1967.3011 Eh
- LUMO: 2.0076 eV
- Charge: -1


The following is a quantum chemistry calculation of a structure of composition C15H45BeClFO24P5 at a distorted geometry, from the Open Molecules 2025 dataset.

The geometry in XYZ format:
```
92
Properties=species:S:1:pos:R:3:forces:R:3
Be 1.5512 19.9637 -14.2675 -0.3 0.7 -0.1
F 0.8707 23.6528 -14.8881 0.2 -0.9 0.1
Cl -2.5125 15.4512 -15.9677 -1.0 -2.2 0.9
O -3.6466 14.6311 -15.5640 0.2 0.5 0.6
O -2.8441 15.9474 -17.2162 -1.3 1.8 -3.9
O -2.3005 16.5506 -15.1172 0.4 0.9 1.7
O -1.3924 14.6199 -16.1234 1.7 -0.9 0.7
C 7.9600 16.0660 -15.2429 2.1 2.0 1.5
O 7.0125 15.5269 -16.0921 -0.7 -1.0 -1.3
P 6.1539 16.5193 -17.0099 -1.3 1.1 0.1
O 5.6294 17.6282 -16.1575 -0.1 -1.4 -1.3
O 7.0561 17.0831 -18.2293 0.3 0.9 0.7
C 7.1962 18.5448 -18.4500 -0.6 0.0 -0.6
O 5.1101 15.4960 -17.7874 0.8 2.5 1.5
C 5.5423 14.8944 -19.0026 0.5 -1.8 0.6
H 7.8112 17.1313 -15.0663 -0.3 0.2 -0.4
H 8.9962 15.9806 -15.5704 -0.1 -0.3 -0.8
H 8.0578 15.7299 -14.2107 -1.1 -1.1 -0.1
H 7.9541 19.1106 -17.9082 0.2 -0.9 0.7
H 6.2507 19.0607 -18.2826 -0.1 -0.3 0.1
H 7.4664 18.7096 -19.4930 -0.1 -0.6 -0.1
H 6.5754 14.6357 -18.7707 0.2 -0.1 -1.2
H 5.3546 15.3798 -19.9603 0.2 0.8 0.5
H 4.9997 13.9509 -19.0614 -0.1 0.0 0.1
C -3.2944 21.8398 -8.7485 0.3 -1.5 1.5
O -2.3600 22.9108 -8.6592 0.5 1.4 -0.4
P -0.8393 22.5579 -9.0701 -1.1 -2.3 -1.5
O -0.9324 21.4503 -10.0948 1.2 2.1 1.9
O -0.1949 23.9671 -9.4849 -0.1 -0.5 0.6
C -0.9440 24.9770 -10.1654 -1.3 0.5 -0.9
O -0.0835 22.0998 -7.6976 -1.5 -1.5 -4.3
C 0.2559 22.9688 -6.7222 0.5 2.2 1.2
H -3.5370 21.4134 -9.7218 0.4 0.7 -0.2
H -4.2064 22.0384 -8.1856 0.1 0.7 -0.2
H -2.7836 21.0722 -8.1671 -0.5 -0.7 -0.2
H -1.7284 24.5451 -10.7869 0.0 -0.3 0.2
H -0.4025 25.6047 -10.8730 1.0 -0.6 0.3
H -1.4285 25.7062 -9.5160 0.1 -0.4 0.6
H 1.2602 22.6781 -6.4138 -0.2 0.2 0.7
H -0.5331 22.9943 -5.9706 0.4 -0.2 0.5
H 0.2982 23.9756 -7.1376 0.3 0.3 0.2
C 7.1995 24.2890 -12.0564 1.0 0.5 -0.3
O 7.5214 23.2019 -11.2818 -1.1 -4.2 3.4
P 6.3986 22.6482 -10.2207 1.4 1.3 -0.5
O 5.2461 21.9427 -10.8317 1.1 1.1 1.2
O 6.1200 24.0216 -9.3663 -0.2 -1.0 -0.1
C 7.1687 24.7639 -8.6993 -0.4 0.9 0.1
O 7.3456 21.8531 -9.2002 0.9 1.9 -2.1
C 6.8586 20.8588 -8.4184 -1.1 -2.6 1.3
H 8.0151 24.9162 -11.6966 -0.5 1.4 -1.0
H 6.1982 24.6416 -11.8089 0.1 0.4 -0.7
H 7.4008 23.9033 -13.0559 -0.6 1.0 -0.4
H 7.7462 25.3531 -9.4116 0.2 -0.5 -0.2
H 7.8065 24.2560 -7.9758 0.0 -0.8 -0.6
H 6.6990 25.5241 -8.0751 -0.6 -0.1 -0.2
H 6.7405 19.9211 -8.9614 -0.5 0.1 -0.5
H 5.9085 21.1527 -7.9722 0.0 -0.3 0.3
H 7.5622 20.5168 -7.6594 0.2 0.9 0.3
C 5.0006 13.7408 -8.2994 1.8 0.7 1.2
O 4.5709 14.5967 -9.3279 -2.1 0.1 -0.7
P 2.9969 14.5647 -9.8563 1.1 2.9 -1.3
O 2.7648 15.6856 -10.8651 0.6 -2.9 2.3
O 2.1224 14.7424 -8.5053 0.4 -1.9 -0.9
C 2.3085 15.7669 -7.5617 0.7 2.1 -0.1
O 2.7932 13.0651 -10.3576 -0.5 0.9 1.4
C 3.6207 12.3667 -11.3174 -0.7 0.9 -0.3
H 5.4069 12.7937 -8.6545 -0.7 -0.2 0.0
H 4.4610 13.7355 -7.3524 -1.3 -0.7 -0.6
H 5.8506 14.2522 -7.8478 0.7 0.1 -0.5
H 2.6193 16.6899 -8.0512 -0.5 0.2 -0.5
H 3.1446 15.7119 -6.8646 0.0 -1.3 0.2
H 1.3999 15.9920 -7.0032 -0.1 -0.5 -0.3
H 3.9938 11.4656 -10.8307 0.0 0.1 -0.3
H 4.3950 13.0190 -11.7214 0.3 -0.1 0.4
H 2.9366 12.1953 -12.1485 0.2 -0.6 0.0
C 0.1480 17.6776 -22.0798 0.3 0.6 1.6
O 0.9314 18.9146 -22.1270 -0.5 1.9 0.9
P 0.6214 20.1385 -21.0096 0.8 -1.0 1.9
O 0.8152 19.6972 -19.5409 -1.1 1.4 -4.3
O 1.6256 21.3511 -21.4710 -0.7 -0.1 0.4
C 1.5255 22.6965 -20.8732 -0.6 0.2 0.4
O -0.8383 20.7734 -21.4248 1.9 -1.2 0.7
C -1.2587 20.7607 -22.7836 -1.2 1.5 -0.3
H 0.5816 16.8986 -22.7068 0.0 0.6 -0.4
H -0.9102 17.8704 -22.2563 0.1 -0.1 -0.4
H 0.2408 17.3063 -21.0592 -0.2 -0.1 0.1
H 1.7333 23.5099 -21.5685 0.8 -0.7 -0.6
H 2.1215 22.8340 -19.9709 0.4 -0.6 -0.3
H 0.5429 23.0385 -20.5481 -0.6 -1.1 0.0
H -1.8651 21.6599 -22.8923 -1.0 -0.3 0.5
H -1.8570 19.8680 -22.9658 0.3 0.1 -0.4
H -0.5970 21.0900 -23.5847 1.2 -1.2 0.3
```
Positions in Å, forces in eV/Å.

- Energy relative to the best compared isomer or geometry (same formula, charge and spin): 338.48 kcal per mole
- Electronic energy: -4685.4379 Eh
- LUMO: -6.8228 eV


The following is a quantum chemistry calculation of a cluster of 6 separate species, C15H45N9O6 in total at a distorted geometry, from the Open Molecules 2025 dataset.

The geometry in XYZ format:
```
75
Properties=species:S:1:pos:R:3:forces:R:3
C -14.3674 16.8299 -17.6805 3.2 2.8 1.5
O -13.1898 17.0984 -17.5464 1.6 -0.1 -0.1
N -14.8408 15.8761 -18.3514 -0.7 -6.0 -3.8
N -15.2884 17.5849 -17.2092 -4.1 3.9 2.9
H -14.0844 15.3364 -18.7473 -0.7 -0.6 -0.2
H -15.7881 15.5323 -18.2834 0.4 0.0 -0.2
H -16.2579 17.3024 -17.2282 0.2 0.4 0.0
H -15.0478 18.4312 -16.7132 0.0 -0.4 0.0
C -20.2074 12.6074 -20.3222 1.1 0.6 1.9
O -19.4125 13.1953 -19.5895 0.2 -0.3 -0.5
N -21.4046 13.0348 -20.5681 -4.2 3.8 0.1
N -20.0980 11.3977 -20.7671 3.1 -3.7 -0.9
H -22.1123 12.5179 -21.0701 0.3 0.0 0.3
H -21.6740 13.5453 -19.7392 -0.9 0.6 -0.6
H -19.2480 11.0035 -20.3901 -0.2 -0.9 -0.8
H -20.8188 10.9122 -21.2818 0.6 -0.1 0.3
C -16.7131 10.4759 -13.7576 0.5 -1.3 -1.8
O -16.5639 10.3932 -12.5990 -0.2 0.0 4.3
N -16.1306 11.3004 -14.5771 2.2 3.9 -1.9
N -17.3316 9.6147 -14.5553 -3.2 -3.8 -0.8
H -16.5223 11.2503 -15.5067 0.7 1.2 0.2
H -15.6757 12.1194 -14.1998 -0.1 0.0 -0.4
H -17.1805 9.5724 -15.5530 -0.1 -0.1 0.5
H -17.7914 8.8149 -14.1440 0.1 0.2 -0.1
C -17.1741 6.2625 -25.0695 1.0 0.7 -0.9
C -17.4771 5.2182 -26.1181 -1.5 -0.3 0.5
C -16.6015 5.1037 -27.3434 0.3 0.8 0.6
O -16.5522 6.2779 -28.1297 3.1 -1.1 0.5
C -17.6485 6.8212 -28.6911 -2.3 1.1 0.5
N -17.5401 3.9168 -25.4612 -1.0 0.4 -0.3
H -17.2888 7.2503 -25.5158 0.4 0.1 -0.1
H -16.1211 6.0826 -24.8526 0.2 0.5 0.6
H -17.7718 6.3192 -24.1598 -0.1 -0.8 -0.2
H -18.4326 5.4903 -26.5666 -0.7 -0.4 0.4
H -16.9394 4.2213 -27.8869 -0.2 0.0 -0.5
H -15.6042 4.8710 -26.9701 0.4 0.3 -0.5
H -17.4334 7.3925 -29.5941 0.2 -0.8 -0.4
H -18.0458 7.6097 -28.0519 -0.2 0.3 0.5
H -18.4831 6.1219 -28.7401 -0.1 -0.2 -0.8
H -17.7844 3.2280 -26.1584 0.4 -0.5 0.4
H -16.7129 3.7016 -24.9231 0.1 -0.2 -0.3
C -24.1246 11.1177 -25.6296 0.3 0.5 -0.6
C -23.0822 9.9838 -25.6348 0.7 -0.3 1.8
C -23.3739 8.6954 -24.6246 -0.3 3.5 -1.0
O -23.4741 9.2651 -23.2878 0.2 -0.1 -1.0
C -24.0275 8.4202 -22.2744 0.9 0.0 -1.1
N -22.8195 9.6272 -27.0084 -0.6 -0.8 0.0
H -24.3285 11.4190 -26.6571 -0.3 -0.6 -0.3
H -23.5693 12.0114 -25.3451 -0.5 0.1 0.9
H -25.0799 11.0043 -25.1171 0.3 -0.1 0.3
H -22.1810 10.4995 -25.3030 0.2 -0.5 0.4
H -22.6167 7.9308 -24.7987 0.2 0.0 0.5
H -24.3239 8.3586 -25.0394 -0.4 -0.5 0.6
H -24.1131 8.9430 -21.3218 -0.1 0.4 -0.3
H -23.2746 7.6460 -22.1274 -0.5 -0.7 0.2
H -24.9939 8.0835 -22.6497 -0.1 -0.5 0.5
H -23.6164 9.0422 -27.2154 -0.2 -0.2 -1.0
H -22.0116 9.0273 -27.0953 0.2 -0.1 0.1
C -22.5592 14.1606 -14.0855 -0.5 -0.5 0.9
C -23.8920 14.3561 -14.8854 1.5 2.5 2.8
C -25.0109 14.9570 -13.9022 -1.0 -2.4 -0.7
O -26.2023 15.2570 -14.7025 2.0 -0.2 0.4
C -27.3344 15.4887 -13.9260 -0.6 -0.2 -0.2
N -23.5963 15.4933 -15.7280 -0.6 0.2 -1.9
H -22.5690 13.3412 -13.3667 -0.3 -0.4 -0.2
H -22.3752 15.0143 -13.4333 -0.2 0.4 -0.1
H -21.6393 14.0467 -14.6590 -0.4 0.0 -0.6
H -24.1120 13.4617 -15.4683 -0.6 0.2 0.2
H -24.6994 15.7953 -13.2791 0.5 0.6 -0.7
H -25.3093 14.2630 -13.1165 -0.2 -0.7 -0.1
H -28.0988 15.8353 -14.6214 0.0 0.4 0.2
H -27.1538 16.1914 -13.1126 -0.1 0.3 0.0
H -27.7378 14.5688 -13.5026 0.1 -0.3 0.3
H -23.1018 16.2400 -15.2612 0.3 -0.3 0.4
H -24.5034 15.8954 -15.9165 -0.1 0.3 -0.7
```
Positions in Å, forces in eV/Å.

- Energy relative to the best compared isomer or geometry (same formula, charge and spin): 120.39 kcal per mole
- Electronic energy: -1542.6334 Eh
- LUMO: 0.1122 eV
- SMILES: COC[C@H](C)N.COC[C@H](C)N.COC[C@H](C)N.NC(N)=O.NC(N)=O.NC(N)=O


Q: Which formula does entry 2 have?
A: C15H45BeClFO24P5


Q: Which of these has the lowest electronic energy?
A: C15H45BeClFO24P5